{
  "formula": "C22H28N6O5",
  "method": "ωB97M-V/def2-TZVPD",
  "species": ["C", "O", "C", "C", "N", "C", "N", "C", "C", "C", "O", "N", "C", "C", "O", "N", "C", "O", "N", "C", "C", "C", "C", "C", "O", "N", "C", "C", "C", "C", "C", "C", "C", "H", "H", "H", "H", "H", "H", "H", "H", "H", "H", "H", "H", "H", "H", "H", "H", "H", "H", "H", "H", "H", "H", "H", "H", "H", "H", "H", "H"],
  "positions_angstrom": [[4.7873, -1.0867, -0.7172], [5.0135, 0.2894, -0.9357], [3.8535, 1.0399, -1.1579], [3.0215, 1.2505, 0.1254], [1.8928, 2.1012, -0.1242], [1.7031, 3.3787, 0.2476], [0.5401, 3.8702, -0.1241], [-0.0686, 2.8564, -0.7756], [0.7544, 1.7377, -0.8067], [0.3670, 0.5236, -1.4453], [1.0172, -0.5002, -1.5586], [-0.9315, 0.6121, -1.9589], [-1.4284, -0.5941, -2.6058], [-1.1209, -1.8366, -1.7767], [-0.7741, -2.8779, -2.2870], [-1.3295, -1.6728, -0.4387], [-0.6831, -2.3811, 0.6171], [-0.6312, -1.8471, 1.7034], [-0.2140, -3.5766, 0.2614], [0.6595, -4.4024, 1.0947], [0.9919, -5.6507, 0.2802], [-0.0785, -4.7826, 2.3795], [1.9371, -3.6222, 1.4212], [-1.7911, 1.7121, -1.9240], [-2.9048, 1.6503, -2.3963], [-1.3047, 2.8563, -1.3415], [-2.1719, 4.0241, -1.2152], [-2.9307, 3.9675, 0.0857], [-2.3738, 4.5014, 1.2406], [-3.0515, 4.4124, 2.4438], [-4.2858, 3.7871, 2.5018], [-4.8404, 3.2466, 1.3539], [-4.1650, 3.3343, 0.1490], [4.4093, -1.2816, 0.2920], [4.0776, -1.4886, -1.4474], [5.7521, -1.5762, -0.8357], [3.2182, 0.5566, -1.9134], [4.1938, 2.0090, -1.5352], [2.6509, 0.2827, 0.4744], [3.6461, 1.7040, 0.8981], [2.4277, 3.9382, 0.8049], [-2.5074, -0.4785, -2.7407], [-0.9556, -0.7241, -3.5840], [-1.6859, -0.7791, -0.1225], [-0.2598, -3.7958, -0.7301], [1.5108, -5.3803, -0.6367], [0.0819, -6.1864, 0.0207], [1.6312, -6.3137, 0.8568], [0.5598, -5.3949, 3.0104], [-0.9807, -5.3414, 2.1430], [-0.3575, -3.8848, 2.9232], [2.4296, -3.3104, 0.5021], [1.6861, -2.7392, 2.0029], [2.6215, -4.2398, 1.9964], [-2.8574, 4.0107, -2.0648], [-1.5263, 4.9027, -1.2501], [-1.4062, 4.9784, 1.1901], [-2.6152, 4.8316, 3.3385], [-4.8139, 3.7188, 3.4414], [-5.8010, 2.7551, 1.3968], [-4.5891, 2.9062, -0.7471]],
  "forces_ev_per_a": [[0.003, -0.071, 0.010], [0.137, 0.119, 0.121], [-0.210, 0.190, 0.009], [0.791, -0.570, -0.155], [-0.310, 0.273, -0.082], [0.070, -0.211, -0.044], [-0.528, 0.369, -0.140], [1.201, -0.889, 0.191], [-0.665, 0.564, -0.055], [0.307, 0.324, 0.154], [0.132, 0.017, -0.078], [-0.091, -0.293, -0.056], [0.036, -0.205, -0.275], [-0.254, 0.146, -0.121], [0.035, -0.142, -0.289], [-0.202, 0.067, 0.383], [-0.377, 0.288, -0.506], [0.077, 0.118, 0.468], [0.198, -0.490, -0.366], [0.121, 0.010, 0.344], [-0.097, 0.231, 0.113], [0.094, 0.087, -0.124], [-0.178, -0.075, -0.006], [0.011, 0.194, 0.013], [-0.325, 0.034, -0.105], [-0.075, 0.053, -0.248], [-0.252, 0.107, 0.055], [-0.010, 0.075, -0.053], [-0.027, 0.053, -0.012], [0.014, 0.018, 0.076], [-0.026, -0.017, 0.071], [-0.064, -0.038, 0.020], [-0.010, 0.020, -0.033], [-0.006, -0.042, -0.030], [-0.005, -0.025, 0.005], [-0.058, -0.071, 0.033], [0.055, 0.101, 0.061], [-0.132, -0.040, 0.028], [0.051, 0.155, 0.085], [-0.096, -0.034, -0.039], [0.264, 0.010, 0.141], [0.198, -0.043, 0.023], [-0.087, -0.074, 0.177], [0.169, -0.153, 0.005], [-0.119, 0.109, 0.095], [0.084, 0.005, -0.133], [-0.100, -0.089, -0.038], [0.064, -0.050, 0.058], [0.086, -0.109, 0.084], [-0.094, -0.088, -0.020], [-0.020, 0.018, 0.079], [0.074, 0.018, -0.103], [0.030, 0.089, 0.057], [0.104, -0.085, 0.082], [0.171, 0.075, 0.095], [-0.099, -0.057, -0.070], [0.069, 0.056, 0.000], [0.033, 0.038, 0.074], [-0.042, -0.006, 0.074], [-0.081, -0.036, 0.003], [-0.042, -0.032, -0.101]],
  "homo_energy_ev": -8.8,
  "multiplicity": 1,
  "homo_lumo_gap_ev": 9.316,
  "relative_energy_kj_mol": 10.3,
  "total_energy_ev": -42449.6370,
  "smiles": "COCCn1cnc2c1c(=O)n(CC(=O)NC(=O)NC(C)(C)C)c(=O)n2Cc1ccccc1"
}